No. 1
57
Properties=species:S:1:pos:R:3 method="wB97M-V/def2-TZVPD" total_energy_ha=-7056.44682 gap_ev="6.275 / 4.994" lumo_ev="-7.771 / -9.056" charge=+2 homo_ha="-0.51620 / -0.51634" e_above_lowest_kcal_mol=73.2 spin_multiplicity=6
Mn -1.592 0.402 0.361
S -3.554 1.350 1.005
C -2.359 2.005 2.111
C -2.639 2.723 3.266
C -1.578 3.249 3.983
C -0.269 3.038 3.546
C -0.059 2.276 2.422
N -1.082 1.768 1.716
H -3.665 2.871 3.570
H -1.768 3.826 4.879
H 0.573 3.454 4.078
H 0.938 2.067 2.054
I -3.210 -4.735 3.293
C -2.879 -3.389 1.746
C -3.360 -3.451 0.452
N -2.874 -2.387 -0.202
N -2.094 -1.636 0.587
C -2.096 -2.235 1.781
H -4.006 -4.173 -0.021
H -2.996 -2.154 -1.176
H -1.543 -1.835 2.618
C 3.772 -1.698 -1.031
Ge 2.447 -1.725 0.422
C 2.982 -1.060 2.192
C 1.549 -3.459 0.601
Ge 0.638 -0.056 -0.373
C 1.193 1.773 -0.806
C 0.317 2.724 -1.349
C 0.773 3.985 -1.683
C 2.110 4.315 -1.479
C 2.986 3.386 -0.932
C 2.526 2.130 -0.574
C -0.483 -0.624 -1.939
C -0.016 -1.685 -2.710
C -0.660 -2.025 -3.893
C -1.798 -1.342 -4.294
C -2.305 -0.312 -3.513
C -1.646 0.047 -2.345
H 4.603 -2.325 -0.702
H 4.148 -0.701 -1.248
H 3.355 -2.130 -1.938
H 3.442 -1.890 2.731
H 2.111 -0.731 2.757
H 3.706 -0.249 2.136
H 2.331 -4.185 0.835
H 1.052 -3.780 -0.312
H 0.836 -3.450 1.425
H -0.725 2.484 -1.523
H 0.091 4.708 -2.109
H 2.463 5.303 -1.741
H 4.025 3.645 -0.782
H 3.209 1.412 -0.133
H 0.865 -2.235 -2.402
H -0.267 -2.828 -4.503
H -2.289 -1.602 -5.222
H -3.187 0.230 -3.827
H -2.042 0.915 -1.806

---

No. 2
21
Properties=species:S:1:pos:R:3 method="wB97M-V/def2-TZVPD" total_energy_ha=-383.35423 gap_ev=9.544 lumo_ev=1.049 homo_ha=-0.31218 e_above_lowest_kcal_mol=43.3 spin_multiplicity=1
C 0.895 -0.223 0.110
C 0.992 1.317 -0.018
C -0.528 1.751 0.056
C -1.260 0.478 -0.280
C -1.319 -0.846 0.589
C 0.094 -0.681 1.329
C -0.242 -0.502 -0.988
H 2.673 -0.526 -0.874
H 1.946 -2.018 -0.299
H 1.441 1.595 -1.073
H 1.411 1.834 0.770
H -0.935 2.296 0.882
H -0.753 2.456 -0.768
H -2.228 0.733 -0.807
H -2.108 -1.102 1.304
H 0.115 -0.047 2.277
H 0.380 -1.734 1.647
H -1.702 -1.756 -1.136
H -0.071 -0.331 -2.062
N 2.108 -0.961 -0.120
N -0.907 -1.734 -0.540

---

No. 3
26
Properties=species:S:1:pos:R:3 method="wB97M-V/def2-TZVPD" total_energy_ha=-2600.67254 gap_ev="5.443 / 7.194" lumo_ev="-5.989 / -4.381" charge=+1 homo_ha="-0.42012 / -0.42537" spin_multiplicity=6
Sm 0.265 0.349 -0.506
C -0.505 3.581 1.387
C 0.508 2.477 1.452
C 0.374 1.445 2.396
C 1.338 0.434 2.520
C 1.237 -0.597 3.598
C 2.441 0.442 1.649
C 2.594 1.438 0.675
C 3.780 1.432 -0.258
C 1.620 2.459 0.584
H -0.697 3.976 2.382
H -1.459 3.200 1.005
H -0.174 4.391 0.743
H -0.437 1.494 3.119
H 0.720 -0.199 4.467
H 2.222 -0.950 3.896
H 0.671 -1.460 3.242
H 3.240 -0.277 1.798
H 3.589 0.785 -1.125
H 4.664 1.046 0.244
H 3.995 2.434 -0.624
H 1.797 3.310 -0.072
S -2.322 0.796 0.152
S -2.044 -0.783 1.493
S -1.482 -2.397 0.374
S 0.595 -2.226 0.162

---

No. 4
79
Properties=species:S:1:pos:R:3 method="wB97M-V/def2-TZVPD" total_energy_ha=-2544.68300 gap_ev=7.552 lumo_ev=-6.407 charge=+2 homo_ha=-0.51297 e_above_lowest_kcal_mol=0.0 spin_multiplicity=1
Tl 1.052 1.674 0.131
C 2.393 4.403 0.700
C 3.319 3.544 1.563
N 3.124 2.052 1.467
C 3.046 1.387 2.804
C 1.643 0.876 3.153
N 0.581 1.703 2.540
C 0.541 3.093 3.069
C 0.244 4.156 2.008
N 0.989 3.980 0.758
H 2.686 4.348 -0.348
H 2.520 5.444 1.010
H 3.203 3.814 2.608
H 4.349 3.788 1.306
H 3.909 1.667 0.956
H 3.410 2.079 3.561
H 3.730 0.539 2.825
H 1.545 0.832 4.240
H 1.503 -0.134 2.778
H -0.312 1.248 2.694
H 1.490 3.282 3.563
H -0.217 3.178 3.848
H 0.422 5.142 2.449
H -0.810 4.112 1.740
H 0.472 4.414 0.001
C 3.348 1.549 -2.129
Si 1.677 1.498 -2.983
C 1.589 2.775 -4.318
C 1.433 -0.254 -3.569
N 0.471 1.952 -1.730
C -0.938 1.844 -1.926
C -1.516 1.431 -3.123
C -2.895 1.430 -3.305
C -3.747 1.811 -2.282
C -3.210 2.205 -1.069
C -1.840 2.213 -0.945
F -1.299 2.597 0.282
H 4.120 1.354 -2.877
H 3.472 0.767 -1.371
H 3.575 2.525 -1.697
H 2.376 2.625 -5.063
H 1.720 3.774 -3.895
H 0.637 2.767 -4.852
H 2.238 -0.511 -4.265
H 0.491 -0.435 -4.083
H 1.497 -0.954 -2.728
H -0.875 1.134 -3.941
H -3.305 1.130 -4.261
H -4.819 1.812 -2.425
H -3.830 2.518 -0.239
C -5.249 -6.145 0.650
C -4.230 -5.025 0.839
S -2.692 -5.711 1.406
O -2.864 -6.152 2.759
O -2.174 -6.581 0.386
C -1.561 -4.317 1.476
C -0.949 -4.012 0.121
N -0.053 -2.834 0.203
C -0.447 -1.547 0.124
N 0.606 -0.728 0.207
C 1.716 -1.523 0.340
C 1.317 -2.814 0.353
N 2.174 -3.964 0.557
O 3.364 -3.728 0.534
O 1.650 -5.035 0.777
C -1.856 -1.106 -0.043
H -6.184 -5.723 0.287
H -5.443 -6.652 1.594
H -4.893 -6.875 -0.074
H -4.551 -4.308 1.596
H -4.031 -4.504 -0.101
H -0.793 -4.652 2.177
H -2.082 -3.464 1.916
H -1.688 -3.807 -0.650
H -0.356 -4.853 -0.211
H 2.728 -1.158 0.414
H -2.472 -1.882 -0.492
H -1.890 -0.233 -0.691
H -2.302 -0.845 0.920